{"formula": "C38H58BMgN7O2P2S", "method": "ωB97M-V with the def2-TZVPD basis set", "gap_ev": 6.40, "de_lowest_kcal_mol": 6.0, "e_tot_ha": -3322.4950, "elements": ["Mg", "C", "C", "C", "C", "P", "C", "N", "B", "N", "C", "P", "C", "C", "C", "C", "C", "C", "C", "C", "C", "C", "C", "C", "C", "C", "C", "C", "C", "C", "H", "H", "H", "H", "H", "H", "H", "H", "H", "H", "H", "H", "H", "H", "H", "H", "H", "H", "H", "H", "H", "H", "H", "H", "H", "H", "H", "H", "H", "H", "H", "H", "H", "H", "H", "H", "H", "H", "H", "H", "H", "H", "H", "H", "C", "C", "N", "O", "C", "C", "N", "O", "H", "H", "H", "H", "H", "H", "H", "N", "C", "C", "C", "C", "C", "C", "N", "C", "C", "C", "S", "C", "N", "H", "H", "H", "H", "H", "H", "H"], "coordinates": [[-0.201, -0.237, 0.478], [-2.948, -2.587, 2.789], [-1.957, -2.202, 3.899], [-2.745, -1.909, 5.179], [-1.036, -3.404, 4.126], [-0.960, -0.782, 3.170], [-2.126, 0.633, 3.471], [-1.909, 1.711, 2.532], [-1.132, 1.685, 1.296], [-1.244, 3.062, 0.832], [-0.548, 3.698, -0.270], [-0.161, 2.507, -1.646], [-1.527, 2.910, -2.884], [-1.504, 1.810, -3.952], [-2.847, 2.763, -2.117], [-1.494, 4.280, -3.555], [1.476, 3.228, -2.233], [1.602, 4.751, -2.325], [1.815, 2.608, -3.592], [2.501, 2.718, -1.206], [-1.995, 3.819, 1.722], [-2.344, 5.159, 1.716], [-3.147, 5.642, 2.750], [-3.583, 4.806, 3.768], [-3.226, 3.457, 3.788], [-2.427, 2.975, 2.765], [0.508, -0.372, 4.270], [0.268, -0.464, 5.775], [1.662, -1.300, 3.864], [0.937, 1.063, 3.930], [-3.568, -3.422, 3.131], [-2.416, -2.898, 1.889], [-3.616, -1.767, 2.519], [-3.354, -2.784, 5.431], [-3.426, -1.066, 5.060], [-2.098, -1.705, 6.028], [-1.644, -4.289, 4.337], [-0.366, -3.255, 4.972], [-0.434, -3.611, 3.237], [-2.010, 0.998, 4.499], [-3.151, 0.248, 3.395], [0.392, 4.132, 0.083], [-1.141, 4.532, -0.659], [-1.607, 0.831, -3.476], [-0.577, 1.802, -4.527], [-2.337, 1.956, -4.648], [-2.887, 1.811, -1.588], [-3.680, 2.790, -2.827], [-3.004, 3.558, -1.387], [-0.656, 4.375, -4.246], [-1.434, 5.093, -2.828], [-2.414, 4.423, -4.133], [1.009, 5.170, -3.135], [2.648, 5.011, -2.516], [1.311, 5.248, -1.398], [1.180, 3.000, -4.388], [1.703, 1.521, -3.568], [2.852, 2.841, -3.852], [2.360, 3.178, -0.226], [3.510, 2.975, -1.547], [2.443, 1.637, -1.071], [-2.001, 5.825, 0.934], [-3.430, 6.687, 2.758], [-4.205, 5.204, 4.559], [-3.566, 2.808, 4.585], [0.108, -1.491, 6.105], [-0.584, 0.139, 6.094], [1.151, -0.086, 6.300], [1.449, -2.348, 4.076], [2.559, -1.023, 4.427], [1.885, -1.195, 2.799], [0.183, 1.801, 4.212], [1.145, 1.180, 2.865], [1.853, 1.288, 4.484], [2.592, -1.759, -4.091], [1.689, -1.278, -2.992], [0.428, -1.146, -3.157], [0.044, -1.528, -4.458], [2.267, -0.926, -1.672], [3.750, -0.907, -1.454], [1.444, -0.643, -0.726], [1.891, -0.348, 0.495], [2.155, -2.624, -4.588], [3.578, -2.017, -3.717], [2.699, -0.981, -4.850], [-0.866, -1.214, -4.498], [4.260, -0.319, -2.221], [4.179, -1.913, -1.471], [3.945, -0.468, -0.479], [-2.873, -2.979, -1.485], [-3.870, -2.044, -1.245], [-5.216, -2.002, -1.590], [-5.935, -0.917, -1.130], [-5.335, 0.086, -0.351], [-3.997, 0.041, -0.018], [-3.256, -1.042, -0.487], [-1.920, -1.372, -0.288], [-1.749, -2.532, -0.868], [-0.495, -3.273, -0.768], [0.050, -4.147, -1.656], [1.563, -4.674, -1.070], [1.362, -3.686, 0.318], [0.253, -3.023, 0.354], [-2.986, -3.884, -1.907], [-5.682, -2.781, -2.179], [-6.987, -0.840, -1.369], [-5.939, 0.915, -0.006], [-3.527, 0.810, 0.584], [-0.318, -4.441, -2.625], [2.119, -3.619, 1.086]], "forces_ev_per_a": [[0.07, 0.23, 0.28], [0.01, -0.01, 0.00], [0.00, -0.02, -0.03], [0.00, 0.01, -0.02], [0.01, -0.01, 0.01], [0.01, 0.02, -0.02], [0.00, 0.00, -0.01], [0.00, -0.04, 0.00], [0.04, 0.02, -0.09], [-0.04, 0.00, 0.02], [-0.01, -0.03, 0.01], [-0.04, -0.01, 0.05], [0.03, -0.01, -0.02], [0.02, -0.02, -0.02], [0.04, 0.01, 0.02], [0.03, 0.00, -0.01], [0.01, -0.01, -0.04], [0.00, -0.01, 0.01], [0.02, 0.03, 0.00], [-0.01, 0.00, 0.00], [-0.02, 0.00, -0.01], [0.00, 0.00, 0.00], [0.00, 0.00, 0.00], [0.00, 0.00, 0.00], [0.00, 0.01, 0.00], [0.02, 0.00, 0.02], [0.00, -0.01, 0.01], [-0.01, 0.00, 0.01], [0.00, -0.01, -0.01], [0.00, 0.00, 0.00], [-0.01, 0.00, 0.01], [0.00, 0.00, 0.02], [0.00, 0.03, 0.00], [0.01, 0.00, 0.00], [0.00, -0.02, 0.00], [0.04, 0.02, 0.03], [0.00, 0.00, 0.00], [-0.01, -0.01, -0.02], [-0.01, 0.00, 0.00], [0.00, 0.00, 0.00], [0.00, -0.01, -0.01], [0.00, -0.02, 0.01], [-0.01, -0.01, 0.00], [0.00, 0.00, -0.01], [-0.06, 0.00, 0.01], [0.00, -0.01, 0.01], [-0.01, -0.04, 0.02], [0.00, 0.01, 0.00], [0.02, 0.03, 0.03], [0.00, 0.01, 0.01], [0.00, 0.01, 0.00], [0.00, 0.00, 0.00], [-0.04, 0.01, -0.02], [-0.01, 0.00, -0.01], [0.02, 0.00, -0.03], [0.03, 0.01, 0.01], [0.00, -0.03, 0.00], [0.00, -0.01, 0.00], [-0.02, -0.01, 0.02], [0.00, 0.01, 0.00], [0.00, 0.07, -0.01], [0.00, 0.00, 0.00], [0.00, 0.00, 0.00], [0.00, 0.00, 0.00], [0.00, 0.00, 0.00], [-0.02, 0.01, 0.01], [0.00, 0.01, 0.00], [0.00, 0.00, 0.00], [0.00, 0.00, 0.01], [0.00, 0.00, 0.00], [0.00, 0.00, 0.00], [0.00, 0.00, 0.00], [0.00, 0.00, 0.00], [0.00, 0.00, 0.00], [0.01, 0.00, 0.01], [0.00, 0.02, -0.02], [-0.01, 0.05, 0.00], [0.00, 0.00, 0.00], [-0.02, -0.04, 0.03], [0.01, 0.01, -0.01], [0.01, -0.18, -0.10], [-0.25, -0.04, -0.02], [0.00, -0.01, 0.00], [0.00, 0.00, 0.00], [-0.01, -0.01, 0.00], [0.01, -0.01, 0.01], [0.00, 0.00, -0.01], [-0.01, 0.00, 0.01], [0.00, 0.00, 0.00], [-0.01, 0.00, 0.00], [0.02, -0.01, -0.02], [-0.01, 0.01, 0.01], [0.00, 0.00, -0.01], [0.00, 0.00, 0.00], [0.02, 0.01, -0.01], [0.00, 0.01, 0.00], [0.06, -0.10, -0.04], [0.00, 0.04, -0.04], [0.01, 0.02, 0.03], [-0.01, -0.02, -0.01], [0.04, 0.04, -0.03], [-0.04, -0.02, 0.03], [0.04, 0.03, -0.02], [0.01, 0.00, 0.00], [0.00, 0.00, 0.00], [0.00, 0.00, 0.00], [0.00, 0.00, 0.00], [0.01, 0.01, -0.01], [-0.01, 0.00, 0.00], [0.01, -0.01, -0.01]], "lowdin_charge": [0.488, -0.108, -0.693, -0.085, -0.101, 1.116, -0.304, -0.060, -0.439, -0.034, -0.305, 1.149, -0.702, -0.116, -0.096, -0.092, -0.699, -0.089, -0.098, -0.099, -0.180, -0.024, -0.114, -0.116, -0.026, -0.186, -0.688, -0.092, -0.099, -0.088, 0.087, 0.059, 0.071, 0.085, 0.072, 0.062, 0.086, 0.063, 0.067, 0.090, 0.086, 0.084, 0.075, 0.056, 0.061, 0.085, 0.055, 0.089, 0.079, 0.064, 0.075, 0.084, 0.060, 0.085, 0.070, 0.063, 0.063, 0.086, 0.081, 0.087, 0.043, 0.100, 0.093, 0.092, 0.100, 0.062, 0.075, 0.086, 0.060, 0.088, 0.055, 0.082, 0.065, 0.090, -0.018, -0.310, 0.051, -0.074, -0.318, -0.034, -0.142, -0.267, 0.079, 0.067, 0.094, 0.075, 0.084, 0.080, 0.071, 0.194, -0.176, -0.019, -0.085, -0.070, -0.016, -0.207, 0.132, -0.272, -0.331, -0.342, 1.046, -0.441, 0.045, 0.166, 0.109, 0.102, 0.108, 0.100, 0.082, 0.091]}